Here is a molecular structure, C38H33BrClCsI2N6OSi from the OMol25 dataset. Energies are from wB97M-V/def2-TZVPD.

Output
* spin multiplicity: 1
* charge: -2
* E_tot: -158122.0582 eV

XYZ file:
```
84
Properties=species:S:1:pos:R:3:forces:R:3
Cs -0.69549 0.43266 -0.63309 -0.184 -0.030 0.134
C 3.50994 -3.13941 -3.90167 0.037 0.012 0.044
C 3.75877 -1.84192 -3.18559 -0.144 0.007 -0.018
C 4.99368 -1.52794 -2.63169 0.080 -0.113 0.002
C 5.17047 -0.35079 -1.93204 -0.059 0.142 0.102
C 4.06681 0.48601 -1.81377 0.163 -0.130 -0.067
Br 4.23117 2.10833 -0.83281 -0.009 0.022 0.023
N 2.89666 0.22872 -2.33720 -0.231 0.123 0.006
C 2.73813 -0.91194 -3.01259 -0.050 -0.089 0.020
H 4.39628 -3.46333 -4.44977 0.004 0.001 -0.004
H 2.67697 -3.04884 -4.59594 0.006 0.003 0.009
H 3.24953 -3.92586 -3.18862 0.000 0.011 0.003
H 5.82254 -2.22066 -2.73642 -0.004 0.014 -0.012
H 6.11463 -0.08774 -1.47798 0.002 0.003 -0.009
H 1.74145 -1.09641 -3.41122 0.026 -0.003 0.020
I -0.14523 -3.10914 -5.63587 -0.036 0.005 -0.037
C -1.95332 -2.78928 -4.63430 -0.010 0.011 0.033
C -3.13582 -3.23826 -5.22378 0.092 0.023 0.104
C -4.33338 -3.05619 -4.58956 -0.066 0.036 0.049
I -6.06298 -3.74457 -5.55606 -0.035 -0.014 0.000
C -4.39187 -2.42418 -3.31623 0.035 -0.038 -0.017
C -5.58214 -2.21273 -2.58341 -0.010 -0.032 -0.056
C -5.53879 -1.61810 -1.35882 -0.006 -0.023 0.077
C -4.29242 -1.22424 -0.84322 0.065 0.039 -0.087
N -3.17014 -1.39586 -1.49349 0.081 -0.068 -0.121
C -3.18674 -1.97772 -2.71791 0.053 0.075 0.079
C -1.87712 -2.10817 -3.39389 0.065 -0.045 -0.101
O -0.81251 -1.65873 -2.90397 -0.037 -0.058 0.096
H -3.10074 -3.73367 -6.18444 0.026 0.005 -0.015
H -6.52833 -2.51784 -3.01190 0.007 -0.014 -0.001
H -6.44080 -1.43804 -0.78977 0.008 0.057 -0.016
H -4.22688 -0.73170 0.12132 -0.036 0.028 -0.014
N 0.32158 -3.90505 2.58887 -0.003 -0.031 -0.043
C 0.15578 -2.58180 2.26360 0.110 0.022 0.043
N 0.28771 -2.34939 0.99674 -0.088 0.070 -0.165
C 0.53989 -3.58782 0.42065 -0.012 0.142 -0.027
C 0.72701 -3.91290 -0.92147 0.023 -0.008 -0.071
C 0.96395 -5.23934 -1.22775 0.014 -0.038 0.054
C 1.01183 -6.22628 -0.22648 -0.006 0.040 -0.064
C 0.81429 -5.91702 1.10666 -0.016 0.018 0.015
C 0.57328 -4.57897 1.40675 -0.001 -0.020 0.132
H 0.26029 -4.29590 3.51000 -0.005 -0.002 0.012
H -0.04484 -1.82524 3.01043 0.012 -0.009 -0.016
H 0.64852 -3.14896 -1.68870 -0.054 -0.014 0.011
H 1.09915 -5.52775 -2.26313 -0.017 -0.008 0.006
H 1.19401 -7.25647 -0.50810 0.002 0.007 -0.003
H 0.83733 -6.68269 1.87270 0.002 0.005 -0.005
N 0.57784 5.02867 -2.75717 -0.077 0.042 0.013
C -0.73100 5.14287 -2.32496 0.057 -0.021 -0.008
C -1.08518 3.90848 -1.87009 0.084 -0.010 -0.020
N -0.01179 3.04452 -2.01743 -0.011 0.176 -0.081
C 0.95734 3.74321 -2.54523 -0.063 -0.022 0.042
H 1.14944 5.76142 -3.13226 0.025 0.011 -0.006
H -1.27227 6.07124 -2.37934 0.015 -0.008 0.008
H -2.02991 3.56904 -1.42875 0.104 -0.020 -0.049
H 1.94297 3.37344 -2.78410 -0.019 0.011 0.018
C 3.29779 5.72034 2.49755 -0.033 -0.035 0.019
C 3.23212 5.08314 3.72836 -0.041 -0.032 -0.020
C 2.27852 4.09522 3.96551 -0.034 0.066 -0.059
C 1.35825 3.69600 2.98712 -0.028 0.110 0.074
C 1.45104 4.36212 1.75058 0.007 -0.029 0.020
C 2.38661 5.35465 1.50889 0.016 -0.018 0.008
Si 0.07719 2.26159 3.06521 0.062 -0.428 -0.175
C -0.28460 1.84356 4.90770 0.025 0.100 0.087
C -1.61169 1.55026 5.27320 0.026 0.057 0.042
C -1.95769 1.11557 6.54357 0.030 -0.022 -0.021
C -0.98359 0.96147 7.52702 -0.004 0.021 -0.040
C 0.33853 1.22322 7.19568 0.014 -0.002 -0.060
C 0.67743 1.63342 5.90932 -0.049 -0.048 -0.007
H 4.04165 6.48642 2.30921 -0.006 0.004 0.004
H 3.92374 5.35996 4.51810 0.006 -0.003 0.001
H 2.24622 3.64477 4.95058 0.001 -0.005 -0.009
H 0.76606 4.08368 0.95272 0.005 0.014 0.008
H 2.41105 5.84416 0.54034 -0.002 -0.010 -0.003
H -1.18565 3.03835 2.76122 0.075 0.054 0.076
H -2.39286 1.67235 4.52869 -0.001 0.025 0.014
H -2.99585 0.89700 6.77174 -0.005 0.025 0.007
H -1.25136 0.64005 8.52710 -0.001 -0.006 0.000
H 1.11714 1.10401 7.94299 0.003 -0.026 -0.011
H 1.72880 1.76681 5.67771 -0.011 0.041 0.007
Cl -5.33171 2.11907 -1.31081 -0.101 0.032 0.077
C -3.89253 2.82468 -0.30781 0.434 -0.155 -0.066
H -4.08796 2.45068 0.70622 -0.179 -0.013 -0.005
H -4.13620 3.89766 -0.27341 -0.116 -0.010 0.009
```
Forces are in eV/Å.

Löwdin population analysis, charges in e, atoms 1 to 8:
1 Cs 0.67
2 C -0.05
3 C -0.25
4 C -0.04
5 C -0.12
6 C -0.76
7 Br 0.73
8 N 0.06


Here is a molecular structure, C38H34Br8IN5O5S2Ti in a non-equilibrium geometry from the OMol25 dataset. Energies are from wB97M-V/def2-TZVPD.

Output
* spin multiplicity: 1
* charge: -2
* energy above the lowest of the compared OMol25 structures with the same formula, charge and spin: 0.0 kcal per mole

XYZ file:
```
94
Properties=species:S:1:pos:R:3:forces:R:3
Ti -0.19029 0.26716 1.08510 -0.042 -0.395 0.982
S -1.73928 0.91663 -2.79092 -0.038 -0.090 -0.186
C -0.81591 0.46650 -4.06632 0.143 -0.407 0.136
N -0.74363 1.13734 -5.24103 -0.154 0.118 0.038
C 0.25348 0.78797 -6.23370 0.035 -0.115 -0.023
C 0.18359 -0.70609 -6.42255 -0.051 0.038 -0.037
N 0.49048 -1.34418 -5.15222 0.251 0.034 0.117
C 1.58724 -2.31125 -5.17460 -0.059 -0.190 0.028
C 2.88795 -1.64523 -5.55305 -0.037 0.108 0.005
C 3.44672 -0.70829 -4.68147 -0.008 -0.011 -0.011
C 4.59275 -0.01712 -5.03525 0.021 0.012 -0.006
C 5.20245 -0.25788 -6.26195 0.008 0.013 -0.004
C 4.65962 -1.19174 -7.12964 0.006 -0.003 -0.006
C 3.50412 -1.87921 -6.77526 0.004 -0.057 0.010
C 0.07729 -0.80474 -3.97265 -0.205 0.444 0.134
S 0.47129 -1.38127 -2.49239 -0.007 -0.008 -0.181
C -1.61167 2.26486 -5.54864 0.082 0.097 0.035
C -0.85221 3.56792 -5.57976 0.019 -0.018 0.004
C -0.84162 4.36955 -6.71338 -0.016 0.001 -0.008
C -0.11756 5.55538 -6.73214 -0.003 0.010 -0.009
C 0.61157 5.93729 -5.61682 0.019 0.013 -0.002
C 0.61117 5.13513 -4.48184 0.000 -0.005 0.029
C -0.12183 3.96035 -4.46043 0.007 0.005 0.004
H 1.25845 1.07395 -5.90372 -0.007 0.032 -0.031
H 0.03545 1.33012 -7.15354 -0.045 -0.038 -0.007
H 0.90588 -1.04407 -7.16431 0.038 0.014 0.025
H -0.81778 -0.99284 -6.76122 0.006 0.001 -0.017
H 1.33833 -3.11821 -5.86894 0.015 0.053 -0.065
H 1.65482 -2.72921 -4.17212 -0.039 -0.048 -0.040
H 2.97054 -0.51595 -3.72675 0.000 0.000 -0.004
H 5.00355 0.71607 -4.35238 0.003 -0.010 0.007
H 6.09795 0.28457 -6.53796 0.000 0.002 -0.002
H 5.12732 -1.38039 -8.08820 0.006 -0.009 0.004
H 3.07738 -2.60791 -7.45696 -0.006 0.009 -0.004
H -2.38562 2.28837 -4.78305 0.000 -0.010 -0.011
H -2.07880 2.08224 -6.52245 0.009 -0.002 0.005
H -1.40487 4.06469 -7.58952 0.003 -0.003 0.001
H -0.11779 6.17459 -7.62088 0.000 0.001 -0.003
H 1.18433 6.85616 -5.62986 0.001 -0.001 -0.002
H 1.18689 5.41763 -3.60951 0.005 0.007 -0.001
H -0.12780 3.33762 -3.57398 0.011 -0.017 0.009
Br 4.48636 4.76560 -1.37143 0.007 0.026 -0.003
C 3.34742 3.79535 -0.21219 0.012 -0.019 -0.044
C 3.28771 4.08304 1.14166 0.063 0.066 0.037
Br 4.36904 5.45188 1.87694 -0.008 0.020 -0.008
C 2.43669 3.35382 1.98430 -0.102 -0.065 -0.009
Br 2.30822 3.67095 3.83727 0.014 0.000 0.007
C 1.63615 2.33717 1.47615 0.139 0.153 -0.099
O 0.83506 1.58124 2.17935 -0.048 -0.039 -0.370
C 1.70208 2.04042 0.08508 0.198 -0.015 -0.154
O 0.95691 1.03874 -0.32205 -0.071 0.056 0.197
C 2.55608 2.76272 -0.73306 -0.082 -0.059 0.042
Br 2.60310 2.25144 -2.55642 0.023 0.009 0.005
Br -6.66760 -1.41940 -0.22685 -0.022 0.001 -0.010
C -5.09078 -0.43099 0.11193 -0.001 -0.028 -0.015
C -5.15870 0.89055 0.52526 -0.055 0.023 -0.007
Br -6.82945 1.75413 0.72960 -0.013 0.002 0.005
C -3.98068 1.59527 0.79207 0.114 0.032 -0.014
Br -3.97241 3.37387 1.41638 -0.003 -0.002 -0.011
C -2.74833 0.98592 0.63084 -0.261 -0.063 0.018
O -1.58871 1.56054 0.91164 0.106 -0.288 -0.059
C -2.66740 -0.35450 0.17687 -0.297 0.029 0.082
O -1.45495 -0.85339 0.07116 0.250 0.358 -0.129
C -3.84774 -1.04578 -0.05433 0.222 -0.153 -0.158
Br -3.65983 -2.86044 -0.55005 -0.012 0.032 -0.022
C 2.80045 -1.06320 0.57974 0.027 0.013 0.015
C 3.82481 -2.17848 0.91493 -0.013 -0.003 0.014
N 3.35710 -3.02129 2.01310 0.011 -0.005 -0.017
C 3.10834 -2.17960 3.19102 0.051 -0.005 -0.004
C 2.07762 -1.07564 2.87318 0.107 0.131 0.000
N 1.62597 -1.20005 1.45897 -0.478 -0.176 -0.025
C 1.04742 -2.55557 1.26027 0.008 -0.050 -0.063
C 2.08991 -3.63785 1.62502 0.012 -0.008 -0.014
H 2.46434 -1.11192 -0.45677 0.008 0.010 0.006
H 3.22553 -0.07138 0.74298 -0.012 0.001 -0.011
H 4.78490 -1.74471 1.20498 0.002 -0.004 -0.011
H 3.99622 -2.81687 0.04375 0.011 0.003 0.000
H 4.06201 -1.74607 3.50206 -0.001 -0.001 0.009
H 2.74334 -2.80732 4.00530 -0.027 0.014 -0.004
H 2.51014 -0.08109 2.98368 -0.031 0.012 -0.004
H 1.21105 -1.13098 3.52878 0.021 -0.082 -0.010
H 0.74540 -2.63360 0.21257 -0.041 0.017 0.025
H 0.15450 -2.62308 1.87809 0.029 -0.021 0.028
H 2.27336 -4.30104 0.77490 0.002 -0.003 -0.001
H 1.73912 -4.24526 2.46038 -0.008 0.022 0.009
N -2.89155 -1.14869 3.33834 -0.079 0.055 -0.058
C -1.78151 -0.30417 3.49149 0.091 -0.096 0.279
O -0.79824 -0.60650 2.62694 0.166 0.684 -0.440
C -1.68316 0.67399 4.38870 -0.170 0.227 -0.096
I 0.15302 -2.34239 6.08030 0.083 -0.251 0.063
H -2.60702 -2.05317 2.98718 0.015 -0.027 0.099
H -3.40816 -1.24014 4.20101 0.037 -0.093 0.003
H -2.48280 0.84400 5.09568 0.012 -0.001 0.020
H -0.79521 1.28409 4.42818 0.021 -0.011 -0.002
```
Forces are in eV/Å.

Löwdin population analysis, charges in e, atoms 1 to 8:
1 Ti 1.22
2 S 0.83
3 C -0.71
4 N -0.13
5 C -0.12
6 C -0.12
7 N -0.12
8 C -0.14